Entry 1:
Below is C44H88O21 as an isolated structure, with properties calculated with the ωB97M-V functional and the def2-TZVPD basis.

Summary:
Calculated total energy, hartree: -3307.827082
Net charge: 0

XYZ file:
```
153
Properties=species:S:1:pos:R:3:forces:R:3:mulliken_charge:R:1
C -21.88469 -8.37949 3.90586 -1.8197 -0.9540 0.5247 -1.24
C -21.14596 -7.19864 4.31679 2.0557 -4.6117 2.0257 1.10
O -20.65393 -7.27599 5.63287 1.1781 -1.9929 3.8571 -0.52
C -19.48390 -7.81651 6.00429 -0.5308 -0.4808 2.5228 0.62
O -19.11476 -7.99543 7.17078 -0.8191 0.4794 -2.2980 -0.70
O -18.76108 -8.09195 4.94229 1.2863 -2.7296 -1.2774 -0.19
C -17.52525 -8.82775 4.99504 0.0977 0.2784 1.8262 -1.04
H -21.38721 -9.34459 4.00168 0.1073 0.0489 0.2017 0.38
H -22.16859 -8.21641 2.86619 -0.0099 -1.3983 1.7181 1.17
H -22.80509 -8.31971 4.48672 -0.2921 -1.0815 0.1747 0.30
H -21.66934 -6.24282 4.29239 0.9462 -3.0577 3.8983 0.64
H -20.30499 -6.99615 3.65356 -2.4995 -3.5160 1.1669 1.39
H -16.82596 -8.28994 5.63523 -0.0531 0.1351 0.1242 0.37
H -17.02833 -8.91549 4.02887 -0.8977 -0.2229 0.1210 0.35
H -17.69083 -9.76989 5.51758 -0.0445 -0.1897 -0.4284 0.40
C -25.14371 -3.49114 0.18153 -0.6325 1.5073 -1.3929 -0.42
C -23.89044 -2.68529 -0.10831 -1.5877 0.9792 -0.8059 -0.72
O -22.94901 -3.71611 -0.57487 0.6840 4.6507 -2.2625 -0.32
C -21.71519 -3.42333 -0.92229 0.6203 3.1893 -1.6199 0.42
O -20.79589 -4.20559 -0.94782 -6.2105 5.9141 -1.2540 -0.38
O -21.65986 -2.10197 -1.31498 -0.4504 -1.3333 1.6271 -0.46
C -20.41838 -1.60862 -1.78296 -0.6838 0.9030 -0.8069 -1.08
H -25.30088 -3.98593 -0.77689 -0.6252 -0.2617 0.3258 0.04
H -26.01478 -2.85628 0.34366 0.1595 0.2900 0.0649 0.59
H -25.05335 -4.19278 1.01077 -0.2102 2.3525 -1.0418 -0.10
H -23.62821 -2.13528 0.79548 0.7065 0.0717 -0.3589 0.18
H -24.03578 -1.91426 -0.86494 0.0187 -0.4349 -0.3433 0.64
H -19.55845 -1.73492 -1.12517 -0.5935 0.0173 0.1311 0.44
H -20.57101 -0.54548 -1.96877 -0.1246 0.0156 0.0900 0.40
H -20.23625 -2.09280 -2.74238 -0.8327 0.4119 0.9617 0.26
C -19.35804 -5.81037 4.03716 2.6394 3.9588 0.6512 -0.44
C -18.44348 -4.61820 3.90247 0.5579 0.1063 -0.0341 -0.80
O -19.21441 -3.44584 3.60123 -0.3076 2.5902 0.2042 -0.16
C -18.73932 -2.19006 3.86577 0.9258 -0.8707 -0.4104 0.50
O -17.62110 -1.92348 4.28011 -2.0492 -0.1563 -0.4634 -0.60
O -19.71482 -1.29192 3.49154 0.6701 -1.1554 0.0896 -0.18
C -19.48494 0.06272 3.81435 0.8039 1.0906 0.7476 -0.81
H -19.94876 -6.10764 3.17069 1.6129 2.9676 0.1653 -1.61
H -20.00690 -5.67577 4.90259 0.4584 0.8835 -0.5204 1.34
H -18.72669 -6.67397 4.24617 -0.3051 1.6668 -0.4722 -0.17
H -17.73722 -4.77057 3.08633 0.1481 0.1408 -0.0085 0.07
H -17.89176 -4.41366 4.82000 0.1190 -0.1529 0.0488 0.80
H -18.49114 0.44293 3.57795 0.2366 -0.5496 -0.3241 0.33
H -19.56007 0.22091 4.89019 -0.3126 -0.0963 0.0748 0.31
H -20.16810 0.73965 3.30136 -0.3722 -0.6379 -0.0776 0.25
C -21.14136 -11.11161 1.47649 -0.0341 -1.7244 0.3881 -0.84
C -22.08027 -10.47349 0.48824 -1.5673 -2.3832 0.8035 -0.20
O -22.09210 -11.09695 -0.78221 -0.1971 -0.7476 -1.0707 -0.17
C -22.64165 -12.30874 -1.05099 -1.1261 0.8179 1.9503 0.43
O -23.11332 -13.00721 -0.16584 0.7175 0.1666 -1.9933 -0.60
O -22.67836 -12.43118 -2.39926 0.1963 -0.7233 0.6475 -0.20
C -23.11143 -13.70351 -2.95615 -0.9840 0.3699 0.4827 -0.77
H -20.15226 -11.21653 1.03066 -0.1548 -0.4563 0.8311 0.29
H -21.52638 -12.10778 1.69449 0.1657 -0.1988 -0.1128 0.56
H -21.06971 -10.66103 2.46642 -0.0341 0.5651 -0.3616 0.17
H -21.80044 -9.42029 0.46443 -1.9015 -4.2379 -5.3102 -0.75
H -23.08476 -10.55257 0.90402 -0.2693 0.2359 0.0574 0.79
H -23.35616 -13.55099 -4.00732 0.8836 0.2041 -0.0419 0.29
H -24.09485 -13.96948 -2.56854 0.1747 -0.0935 0.6192 0.32
H -22.39717 -14.50113 -2.75185 0.0117 0.2067 -0.1936 0.30
C -13.60699 -6.61729 3.57828 -0.5406 -0.3641 -0.9194 -1.54
C -15.12092 -6.90169 3.52067 0.1413 1.3026 1.7541 0.54
O -15.54645 -7.78332 2.50726 -0.2248 -0.0728 -0.6870 -0.47
C -16.85110 -7.80002 2.11663 -0.0990 -0.5663 0.1035 -0.54
O -17.76100 -7.09383 2.51164 3.7210 -1.7904 0.4743 1.07
O -16.95596 -8.82809 1.25368 1.4160 1.4833 1.0418 -0.55
C -18.24643 -9.26009 0.86888 0.0925 -0.3502 3.2823 0.01
H -13.33190 -6.29303 4.58191 -0.1553 0.0089 -0.0460 0.40
H -13.30387 -5.84844 2.86758 0.0191 -0.0569 -0.0313 0.34
H -13.05962 -7.53218 3.35145 0.0738 0.0014 0.0470 0.36
H -15.69122 -5.97279 3.52224 0.0016 0.1477 -0.5402 0.04
H -15.35164 -7.28192 4.51580 -0.2503 -0.6439 -0.1629 0.04
H -19.02060 -8.96219 1.57600 1.4773 -1.4373 0.4263 0.05
H -18.10279 -10.33256 0.73749 -0.0658 0.3333 0.6741 1.59
H -18.54789 -8.85236 -0.09600 0.8744 1.5856 3.7060 -0.31
C -24.63153 -6.29047 -2.13664 0.3877 -0.2771 -0.9125 -0.96
C -23.98600 -5.97019 -0.79466 -1.9315 -0.9090 0.0798 0.59
C -25.01706 -6.32558 0.24749 -2.3561 -1.2083 -2.5798 0.71
O -26.11752 -6.91614 -0.50591 0.1496 -1.3760 -0.0063 -0.66
C -26.05028 -6.47790 -1.89465 -2.3568 1.5423 2.2301 -0.78
H -24.40186 -7.29614 -2.48874 1.1547 0.0698 -0.1723 0.42
H -24.42057 -5.55564 -2.91357 0.0743 -0.0885 -0.1379 0.18
H -23.61523 -4.95361 -0.66351 -0.9229 -2.4943 -0.6775 0.43
H -23.14254 -6.65036 -0.67612 -5.0673 0.0696 -0.9893 0.86
H -25.46320 -5.43956 0.69917 -1.3407 -1.6693 -1.4755 0.47
H -24.61594 -6.93511 1.05723 -0.6869 -0.8445 -0.5080 0.20
H -26.60703 -5.54102 -1.87492 -0.0876 0.4809 -0.3456 0.28
H -26.61915 -7.09767 -2.58773 0.3123 -0.6028 0.3822 0.41
C -19.57618 -9.84303 -0.93483 -0.9825 -1.0047 -1.0931 1.62
C -18.11144 -10.00157 -1.21902 1.3811 -2.1876 -3.5422 -0.35
C -18.01996 -9.90321 -2.72734 0.7138 -0.3309 -0.6236 -1.15
O -19.36112 -9.90285 -3.22289 1.3668 -0.9286 -0.5832 -0.69
C -20.11431 -10.49549 -2.17923 -1.0954 0.2751 -1.6725 -1.06
H -19.78857 -8.78355 -0.79162 -0.8543 -0.3360 -1.0314 -1.11
H -19.92263 -10.30830 -0.01200 0.6634 0.3978 -1.1875 -0.66
H -17.92075 -11.05003 -0.98998 0.5882 -0.0092 0.2333 0.68
H -17.38665 -9.35730 -0.72132 0.4527 -0.8413 -1.7136 0.36
H -17.40339 -10.72624 -3.08869 -0.4052 -0.5677 -0.4308 0.50
H -17.41983 -9.06078 -3.07124 -0.6164 0.6715 -0.0736 0.34
H -19.92035 -11.54632 -2.39424 -0.0126 -0.6610 1.3924 0.25
H -21.18237 -10.39761 -2.37360 0.6214 0.6885 -0.2997 0.42
C -22.75877 -4.35298 1.59827 1.7573 1.3208 0.7942 0.93
C -23.91510 -5.00641 2.21941 -0.3599 -1.4440 1.1200 0.34
C -23.23889 -6.22497 2.88799 -1.1900 2.3752 0.0721 -0.76
O -21.97746 -5.64202 3.36273 -4.2771 6.5806 -7.1883 -0.73
C -21.76075 -4.35922 2.70870 0.3467 0.0346 -0.2969 -0.68
H -22.94797 -3.37192 1.16260 0.7899 -1.0597 2.8145 -0.25
H -22.32223 -4.83227 0.72201 -0.7478 -1.0737 1.7192 -0.12
H -24.65083 -5.28469 1.46486 2.0608 -0.2995 2.8826 -1.08
H -24.46538 -4.36333 2.90625 0.3311 0.1373 0.4951 0.32
H -23.01254 -6.96220 2.11769 -1.1759 0.7922 0.4921 0.72
H -23.80117 -6.67656 3.70531 0.2291 0.2080 0.0278 0.42
H -20.72205 -4.38716 2.37945 -0.3926 0.3359 0.0655 -0.40
H -21.87117 -3.53487 3.41323 -0.1203 -0.1197 0.1820 0.66
C -20.34027 -5.84082 0.17211 1.1633 -2.7123 2.5332 1.95
C -21.35351 -6.96078 -0.14296 0.3389 -2.1596 6.6672 0.40
C -21.28902 -7.85874 1.12800 0.6569 3.4535 -0.3868 -0.69
O -19.91941 -7.80234 1.45722 -1.9549 2.9477 0.9392 0.06
C -19.38256 -6.50087 1.10428 -0.8305 0.7349 -0.6572 -1.44
H -20.83558 -5.00720 0.66997 1.1131 -1.1522 0.3514 -0.78
H -19.80444 -5.39511 -0.66595 0.4522 -2.2970 1.2319 -0.80
H -20.95641 -7.53888 -0.97735 -0.3203 -0.6939 2.9275 0.71
H -22.34674 -6.57714 -0.37620 4.6352 -1.0217 3.3983 -1.36
H -21.58443 -8.90567 1.05891 1.9961 4.7927 3.8023 -0.17
H -21.92250 -7.44695 1.91365 1.9175 0.0627 -1.4598 -1.94
H -18.40483 -6.51957 0.62283 -0.1646 -0.6891 -0.1317 0.94
H -19.27390 -5.89217 2.00193 0.2536 -0.2336 -1.3192 -0.14
C -18.54694 -3.54825 -1.75251 -0.3171 -0.0418 0.0290 0.60
C -18.31371 -2.75280 -3.06179 2.0791 -0.7882 0.1096 -0.94
C -18.07207 -3.91320 -4.00361 0.2531 0.3851 -0.9259 -0.26
O -17.45445 -4.90451 -3.25797 1.0920 -1.7715 0.7621 -0.58
C -17.95449 -4.95702 -1.90435 0.4000 1.7191 -1.2627 1.11
H -19.61290 -3.66405 -1.55647 2.2081 0.6350 -0.7874 -1.70
H -18.12565 -3.09444 -0.85548 0.1462 0.3063 -0.1062 0.88
H -17.39934 -2.17565 -2.92422 0.1431 0.1284 -0.3167 0.35
H -19.08099 -2.06786 -3.42268 0.9848 -0.4835 -0.2295 0.62
H -17.40079 -3.76954 -4.85028 0.0863 0.5588 0.0241 0.44
H -19.00745 -4.22857 -4.46589 -0.3074 -0.2430 0.1371 -0.07
H -17.19081 -5.04551 -1.13164 0.5589 -0.5070 -0.5156 0.40
H -18.61681 -5.82216 -1.87317 0.0721 1.0344 0.7652 -1.33
C -20.44800 -6.57253 -4.22156 0.3896 0.9756 0.0524 -0.83
C -21.08329 -5.53261 -3.35393 -1.9324 1.0606 -0.4708 -0.07
C -21.61128 -6.31003 -2.12835 -0.0533 2.9794 -4.6712 0.09
O -20.78490 -7.41311 -2.21029 2.4516 -3.0221 -4.0303 0.26
C -19.70604 -7.33870 -3.14150 -0.2564 0.3916 -2.4858 -0.03
H -19.92428 -6.07883 -5.04013 0.3916 -0.4732 -0.0464 0.51
H -21.24855 -7.20528 -4.60477 0.2197 -0.2435 -0.2540 0.34
H -21.88030 -5.04280 -3.91336 -0.3032 0.3182 0.0883 0.54
H -20.36726 -4.74861 -3.10747 -0.0934 -0.2631 0.2166 -0.89
H -22.66343 -6.59475 -2.12334 1.2614 -0.2172 -1.5375 -0.13
H -21.48740 -5.76516 -1.19247 -0.0537 0.1448 -3.1848 0.61
H -19.41505 -8.29718 -3.57132 -0.6907 0.6285 0.8314 0.20
H -18.80954 -6.87873 -2.72580 -0.5179 -0.2374 -0.4905 0.51
```
Forces are in eV/Å.

---

Entry 2:
Below is a 2-piece molecular cluster, C3H6IN5 overall, with properties calculated with the ωB97M-V functional and the def2-TZVPD basis.

Summary:
Calculated total energy, hartree: -689.247410
Net charge: 0
Structure (SMILES): IC=C1NN=NN1.C=N

XYZ file:
```
15
Properties=species:S:1:pos:R:3:forces:R:3:mulliken_charge:R:1
I 3.51429 -0.25773 0.26151 -0.8645 -0.0447 0.3545 -0.07
C 1.43675 -0.18889 0.82759 1.7373 -0.5228 -0.3139 -0.58
C 0.74865 0.82523 0.31097 -0.2106 1.4199 0.5421 0.22
N 1.18673 2.01705 -0.34304 -1.6906 -1.3593 0.3522 -0.03
N -0.00166 2.75572 -0.67301 2.5545 0.7808 -0.7950 -0.35
N -0.94886 2.23419 -0.10903 -1.3206 0.3236 -0.1084 -0.36
N -0.60087 1.11769 0.50210 -1.6839 -1.3231 1.5702 0.16
H 1.12352 -1.01574 1.46189 -0.1228 0.5156 -0.4796 0.45
H 1.99677 2.01326 -0.96059 -0.5700 0.1972 0.1013 0.26
H -1.42995 0.54946 0.88664 2.6709 0.9729 -1.0085 0.31
C -1.61650 -2.32996 -0.22817 1.3569 4.5656 2.1688 -0.36
N -0.91747 -1.28318 -0.40585 -0.1444 -0.6224 -0.4467 -0.33
H -1.88347 -2.99000 -0.90209 -0.9881 -3.5431 -3.5392 0.31
H -2.10806 -2.34083 0.71261 -0.3167 -0.6086 1.0264 0.21
H -0.49988 -1.10625 -1.34153 -0.4072 -0.7516 0.5757 0.15
```
Forces are in eV/Å.

---

Entry 3:
Below is C4H7N5O2 as an isolated structure, with properties calculated with the ωB97M-V functional and the def2-TZVPD basis.

Summary:
Calculated total energy, hartree: -580.605813
Net charge: 0

XYZ file:
```
18
Properties=species:S:1:pos:R:3:forces:R:3:mulliken_charge:R:1
C -0.20764 0.57001 -0.51283 -0.9137 0.2707 0.1552 0.10
C -0.61777 -1.70425 -1.55280 -2.1969 -1.7084 0.2636 -1.70
C 0.26925 -1.44411 0.80637 -0.5465 -1.1113 1.1227 -0.89
C -0.66886 -0.85793 -0.28365 2.8264 0.4130 -0.4267 0.63
N 0.12015 1.47469 0.50010 0.2815 -0.3393 -0.7176 0.13
N -0.13295 1.23323 -1.63657 0.8576 -0.4630 -0.2564 -0.18
N 0.57960 2.52844 -0.12188 0.3091 2.3962 -1.0700 -0.23
N 0.44077 2.45069 -1.39050 -0.6755 -1.1438 0.5572 -0.65
N 0.66050 2.34830 2.04024 -2.3059 -1.2616 -1.1329 1.20
O 1.63421 1.86926 2.35320 2.5452 -0.5162 1.3441 -0.36
O -0.12716 3.14012 2.29785 -0.2512 0.5598 0.4339 -0.37
H 0.33241 -1.87880 -1.88817 2.9915 0.4729 -0.7019 0.51
H -1.14870 -1.33131 -2.40597 -0.5012 0.5710 -0.2053 0.36
H -0.88889 -2.81837 -1.51572 -0.4936 1.5412 0.9320 0.38
H -0.36877 -1.97925 1.66356 1.5146 1.1562 -1.8318 0.21
H 0.88881 -0.58620 1.27468 -0.6299 -1.9733 -0.7087 0.26
H 0.82647 -2.25778 0.23070 0.0210 1.2084 1.4891 0.30
H -1.59143 -0.75674 0.14140 -2.8327 -0.0725 0.7536 0.31
```
Forces are in eV/Å.

---

Values of max |F|, in order: 10.6 5.2 3.1, all in eV/Å.
Values of ΔE to the lowest compared entry with this formula, charge and spin, in order: 39.752 1.727 6.899, all in eV.
Values of HOMO-LUMO gap, in order: 7.9 8.3 8.6, all in eV.